Density functional theory data (ωB97M-V/def2-TZVPD) for a structure of composition C5H8FNaO4 in a non-equilibrium geometry.

Each line ends with the natural charge from an NBO analysis.
Cartesian coordinates (Å):
O (-0.72, 1.21, -1.10)  -0.589
C (-1.03, 1.96, -0.16)  0.480
C (-1.20, 1.31, 1.19)  -0.184
O (-1.57, -0.04, 0.95)  -0.493
C (-0.64, -0.87, 0.41)  1.013
O (0.54, -0.78, 0.99)  -0.509
O (-1.03, -1.80, -0.29)  -0.682
C (1.63, -1.52, 0.39)  -0.073
H (-2.02, 1.79, 1.74)  0.236
F (-3.53, 1.41, -1.37)  -0.965
H (-0.71, 3.02, -0.15)  0.147
H (-0.27, 1.38, 1.77)  0.220
H (2.35, -1.63, 1.21)  0.197
H (1.26, -2.50, 0.09)  0.207
C (2.23, -0.77, -0.78)  -0.639
H (3.15, -1.27, -1.09)  0.225
H (1.54, -0.75, -1.63)  0.223
H (2.46, 0.27, -0.49)  0.219
Na (-2.44, -0.41, -1.68)  0.967

Lowest unoccupied orbital energy, eV: 0.14
Strongest force on any atom, eV/A: 3.73
Energy relative to the best compared isomer or geometry (same formula, charge and spin), kJ/mol: 0.0
Total charge: 0
Frontier orbital gap, eV: 8.91
E, eV: -20639.1729